Entry 1:
This record from OMol25 describes one molecule with the formula C5H6ClNO2 in a non-equilibrium geometry. The level of theory is ωB97M-V/def2-TZVPD.

Values from the calculation:
LUMO in eV: 0.60
Orbital gap in Ha: 0.353
SMILES string: CO[C@H]1O/C1=N/C=C/Cl
ΔE to the lowest compared entry with this formula, charge and spin in eV: 2.4382
E_HOMO in eV: -9.02
E_tot in eV: -23385.8777

Each line ends with the Mulliken charge.
Element x y z (Å)
C (-1.603, 0.973, -0.587)  -0.039
C (0.424, 1.373, -0.016)  0.636
C (-1.850, -0.131, 0.093)  -0.177
C (0.826, 0.518, 1.049)  -0.062
C (1.545, -1.315, -0.432)  -0.587
N (-0.449, 1.719, -0.832)  -0.614
O (1.547, 1.694, 0.584)  -0.432
O (1.373, -0.713, 0.871)  -0.362
Cl (-3.501, -0.610, 0.108)  -0.204
H (-2.504, 1.430, -1.077)  0.319
H (-1.042, -0.873, 0.319)  0.227
H (0.330, 0.456, 2.024)  0.480
H (1.959, -2.353, -0.162)  0.225
H (2.375, -0.760, -0.991)  0.259
H (0.571, -1.408, -0.952)  0.331

***

Entry 2:
This record from OMol25 describes a 3-piece molecular cluster, C10H23BN7O3 overall in a non-equilibrium geometry. The level of theory is ωB97M-V/def2-TZVPD.

Values from the calculation:
LUMO in eV: -3.91
Orbital gap in Ha: 0.303
Net charge: +1
E_HOMO in eV: -12.17
E_tot in eV: -27980.5360

Each line ends with the Mulliken charge.
Element x y z (Å)
C (-0.644, 0.578, 0.767)  -0.569
C (0.919, 1.040, 0.956)  -0.346
B (1.845, 0.246, -0.152)  0.122
O (1.561, 0.479, -1.582)  -0.541
N (2.928, -0.732, 0.274)  0.990
C (3.954, -0.140, 1.240)  -0.590
N (3.660, -1.061, -0.886)  -0.799
C (2.280, -1.978, 0.832)  0.189
C (2.205, -3.450, 0.071)  -0.360
C (1.537, -4.810, 0.665)  -0.208
N (0.915, -4.807, 2.020)  -0.425
C (0.971, -3.515, 2.759)  -0.224
C (1.560, -2.056, 2.341)  -0.225
H (-0.767, -0.548, 0.466)  0.217
H (-1.081, 1.244, -0.122)  0.088
H (-1.313, 0.834, 1.715)  0.307
H (1.058, 2.219, 0.836)  0.309
H (1.287, 0.788, 2.044)  0.122
H (0.871, -0.219, -1.848)  0.388
H (4.430, -0.972, 1.943)  0.305
H (4.839, 0.425, 0.674)  0.313
H (3.495, 0.665, 1.975)  0.304
H (4.079, -0.210, -1.322)  0.278
H (4.450, -1.708, -0.658)  0.273
H (2.693, -3.519, -1.012)  0.275
H (1.559, -5.798, 0.023)  0.316
H (0.493, -3.546, 3.855)  0.291
H (1.523, -1.123, 3.070)  0.249
C (-3.383, 3.647, 0.270)  0.671
O (-2.563, 2.851, 0.699)  -0.640
N (-4.705, 3.399, 0.268)  -0.409
N (-3.039, 4.844, -0.238)  -0.400
H (-5.396, 4.041, -0.081)  0.168
H (-5.007, 2.508, 0.642)  0.216
H (-2.053, 5.071, -0.255)  0.215
H (-3.700, 5.512, -0.596)  0.166
C (-2.209, -0.208, -2.605)  0.745
O (-1.093, -0.640, -2.365)  -0.721
N (-3.285, -0.519, -1.859)  -0.380
N (-2.464, 0.617, -3.637)  -0.437
H (-4.212, -0.173, -2.041)  0.167
H (-3.137, -1.137, -1.072)  0.219
H (-1.681, 0.875, -4.223)  0.213
H (-3.376, 0.982, -3.851)  0.158

***

Entry 3:
This record from OMol25 describes a 2-piece molecular cluster, C5H12NO2 overall in a non-equilibrium geometry. The level of theory is ωB97M-V/def2-TZVPD.

Values from the calculation:
LUMO (alpha / beta) in eV: -4.14 / -4.14
Orbital gap (alpha / beta) in Ha: 0.131 / 0.131
2S+1: 2
ΔE to the lowest compared entry with this formula, charge and spin in eV: 8.2834
E_HOMO (alpha / beta) in eV: -7.69 / -7.71
E_tot in eV: -10955.0883

Each line ends with the Mulliken spin population.
Element x y z (Å)
C (0.465, 1.052, 0.516)  0.000
N (-0.207, 1.617, -0.550)  0.000
C (-0.220, 3.043, -0.491)  0.000
O (-0.491, -2.256, 2.469)  -0.003
C (0.561, -0.444, 0.560)  0.006
C (0.586, -1.143, -0.799)  0.008
C (-0.694, -1.983, -1.078)  0.020
O (-0.834, -2.373, -2.364)  0.872
H (0.225, 1.488, 1.497)  -0.001
H (1.514, 1.347, 0.371)  0.000
H (-0.746, 3.420, -1.365)  0.000
H (0.735, 3.533, -0.522)  0.000
H (-0.695, 3.483, 0.372)  0.000
H (-1.241, -2.733, 2.885)  0.000
H (-0.194, -0.894, 1.229)  0.000
H (1.498, -0.787, 1.004)  -0.001
H (0.602, -0.413, -1.596)  -0.002
H (1.419, -1.855, -0.874)  0.003
H (-1.563, -1.316, -0.924)  0.082
H (-0.720, -2.788, -0.337)  0.014

***

Entry 4:
This record from OMol25 describes a 3-piece molecular cluster, C10H21BClO8 overall in a non-equilibrium geometry. The level of theory is ωB97M-V/def2-TZVPD.

Values from the calculation:
LUMO in eV: 2.64
Orbital gap in Ha: 0.262
Net charge: -1
E_HOMO in eV: -4.48
E_tot in eV: -40290.3915

Each line ends with the Mulliken charge.
Element x y z (Å)
C (1.582, 0.891, 4.368)  -0.839
C (1.260, 1.887, 3.153)  -0.377
O (0.439, 1.336, 2.111)  -0.660
B (-0.843, 0.783, 2.616)  0.605
C (-1.751, 1.827, 3.507)  -0.569
C (-3.057, 1.100, 4.141)  0.489
O (-3.411, -0.057, 3.849)  -0.468
Cl (-3.967, 2.140, 5.402)  -0.286
H (2.442, 1.381, 4.971)  0.352
H (1.941, -0.098, 3.914)  0.186
H (0.724, 0.762, 5.117)  0.208
H (2.270, 2.163, 2.656)  0.281
H (0.863, 2.886, 3.583)  0.215
H (-1.521, 0.472, 1.666)  -0.318
H (-0.649, -0.256, 3.199)  -0.245
H (-1.208, 2.284, 4.413)  0.232
H (-2.123, 2.668, 2.807)  0.210
C (-2.552, -1.245, -4.511)  -0.614
O (-1.626, -0.238, -4.114)  -0.320
C (-1.807, 0.213, -2.858)  0.745
O (-2.657, -0.160, -2.088)  -0.554
O (-0.877, 1.147, -2.614)  -0.343
C (-0.948, 1.719, -1.303)  -0.458
H (-2.313, -1.533, -5.535)  0.224
H (-2.459, -2.128, -3.873)  0.259
H (-3.574, -0.859, -4.490)  0.295
H (-0.791, 0.955, -0.539)  0.189
H (-1.906, 2.223, -1.155)  0.292
H (-0.153, 2.460, -1.218)  0.231
C (0.237, -2.360, -1.438)  -0.338
O (1.609, -2.069, -1.175)  -0.282
C (2.388, -2.061, -2.266)  0.768
O (2.028, -2.273, -3.399)  -0.555
O (3.644, -1.775, -1.879)  -0.310
C (4.588, -1.732, -2.945)  -0.636
H (-0.298, -2.340, -0.488)  0.290
H (-0.198, -1.605, -2.095)  -0.036
H (0.132, -3.357, -1.873)  0.347
H (4.325, -0.951, -3.662)  0.287
H (4.655, -2.704, -3.439)  0.281
H (5.563, -1.494, -2.517)  0.218